Density functional theory data (ωB97M-V/def2-TZVPD) for C32H37CrN6O3PSSeSi as an isolated structure in a non-equilibrium geometry.

Structure (XYZ):
```
83
Properties=species:S:1:pos:R:3:lowdin_spin:R:1
Cr 1.303 0.877 1.603 1.23
O 0.926 1.457 3.594 -0.06
C 0.389 2.090 2.710 -0.09
C -0.569 3.185 2.617 -0.02
C -0.904 4.096 3.610 -0.01
C -1.763 5.129 3.278 0.00
C -2.253 5.245 1.977 -0.01
C -1.904 4.329 0.991 0.00
C -1.064 3.279 1.325 0.00
P -0.416 1.923 0.264 -0.02
C -0.388 2.711 -1.376 -0.01
C 0.798 3.248 -1.872 0.00
C 0.804 3.918 -3.090 0.00
C -0.370 4.063 -3.814 0.00
C -1.561 3.546 -3.316 0.00
C -1.572 2.877 -2.101 0.00
C -1.802 0.736 0.143 0.00
C -1.878 -0.102 -0.971 0.00
C -2.915 -1.017 -1.089 0.00
C -3.862 -1.134 -0.079 0.00
C -3.769 -0.333 1.050 0.00
C -2.746 0.606 1.159 0.00
H -0.486 4.009 4.605 0.00
H -2.046 5.858 4.027 0.00
H -2.911 6.069 1.728 0.00
H -2.270 4.447 -0.022 0.00
H 1.715 3.126 -1.314 0.00
H 1.731 4.329 -3.471 0.00
H -0.361 4.576 -4.768 0.00
H -2.483 3.665 -3.872 0.00
H -2.505 2.474 -1.726 0.00
H -1.133 -0.025 -1.755 0.00
H -2.980 -1.638 -1.976 0.00
H -4.668 -1.853 -0.165 0.00
H -4.503 -0.426 1.841 0.00
H -2.699 1.248 2.032 0.00
C -1.632 -1.851 4.791 0.00
C -0.163 -1.670 4.694 0.00
N 0.711 -1.999 5.592 0.00
N 1.918 -1.661 5.024 0.00
C 1.804 -1.125 3.814 0.00
S 2.943 -0.578 2.678 -0.01
N 0.476 -1.140 3.594 0.00
N -0.060 -0.645 2.390 0.00
H -1.867 -2.252 5.773 0.00
H -1.987 -2.549 4.031 0.00
H -2.157 -0.902 4.665 0.00
H 2.774 -1.798 5.533 0.00
H 0.244 -1.319 1.635 0.00
H -1.070 -0.611 2.464 0.00
C 4.086 1.779 -3.070 0.00
Si 4.534 0.722 -1.632 0.00
C 4.668 -1.067 -2.057 0.00
C 5.970 1.359 -0.688 0.00
Se 2.737 0.857 -0.247 -0.01
H 4.800 1.653 -3.893 0.00
H 4.094 2.831 -2.772 0.00
H 3.087 1.528 -3.429 0.00
H 5.618 -1.274 -2.565 0.00
H 3.851 -1.366 -2.719 0.00
H 4.627 -1.670 -1.148 0.00
H 6.869 1.355 -1.317 0.00
H 6.159 0.742 0.192 0.00
H 5.788 2.384 -0.358 0.00
O -4.067 -4.321 -3.906 0.00
C -3.250 -5.290 -3.285 0.00
N -2.008 -4.740 -2.788 0.00
C -1.843 -4.398 -1.482 0.00
O -2.708 -4.551 -0.636 0.00
C -0.515 -3.801 -1.118 0.00
C 0.682 -4.088 -1.757 0.00
C 1.855 -3.527 -1.273 0.00
C 1.791 -2.691 -0.175 0.00
N 0.640 -2.400 0.442 0.00
C -0.476 -2.959 -0.020 0.00
H -4.526 -3.820 -3.224 0.00
H -3.022 -6.032 -4.043 0.00
H -3.748 -5.761 -2.443 0.00
H -1.320 -4.452 -3.462 0.00
H 0.715 -4.763 -2.605 0.00
H 2.809 -3.742 -1.735 0.00
H 2.683 -2.246 0.250 0.00
H -1.401 -2.744 0.507 0.00
```

Summary:
LUMO (alpha / beta), eV: -2.9 / -2.9
Relative energy (zero: lowest compared OMol25 entry of this formula, charge and spin), kcal/mol: 6.9
HOMO-LUMO gap (alpha / beta), eV: 6.77 / 6.64
Electronic energy, Ha: -6270.63726
2S+1: 2
Net charge: +1